# 1
Below is the molecule C4H7NO, with properties calculated with ωB97M-V/def2-TZVPD.

Geometry (Å):
C 1.34631 -0.73606 0.87914
C 0.50954 -1.03862 -0.42508
C -0.30075 0.20480 -0.87182
C -1.08300 0.72092 0.34021
N 0.88691 0.10788 1.63385
O -1.36905 1.93318 0.61685
H 2.27000 -1.37313 0.86137
H 1.09165 -1.52923 -1.21626
H -0.12997 -1.82695 0.07353
H 0.42232 0.92174 -1.14214
H -1.05342 0.08425 -1.67999
H -1.79282 -0.09991 0.68731
H -0.79770 2.63114 0.24303

Calculated values
Highest occupied orbital energy (spin up / spin down)   -7.56 / -6.96 eV
Relative energy (zero: lowest compared OMol25 entry of this formula, charge and spin)   426.3 kJ/mol
Lowest unoccupied orbital energy (spin up / spin down)   0.0228 / 0.0220 Ha
HOMO-LUMO gap (spin up / spin down)   8.18 / 7.56 eV



# 2
Below is a structure of composition C26H19ClIN3OPPt, with properties calculated with ωB97M-V/def2-TZVPD.

Geometry (Å):
Pt 1.05387 -0.44642 -0.43749
Cl 4.76050 5.31811 -0.35562
C 4.23649 3.67952 -0.54655
C 5.10442 2.73668 -1.01926
C 4.70813 1.39585 -1.18335
I 6.05167 -0.00913 -1.90386
C 3.42844 0.98849 -0.87398
O 2.99244 -0.24949 -1.00517
C 2.53455 1.97778 -0.38387
N 1.26755 1.53882 -0.08143
C 0.38063 2.39388 0.38870
C 0.68062 3.74535 0.58610
C 1.93285 4.21025 0.28930
C 2.90885 3.32404 -0.20894
H 6.11519 3.02735 -1.27025
H -0.60023 2.00403 0.62338
H -0.08410 4.40207 0.97433
H 2.18729 5.25076 0.43713
N -1.09626 -2.51782 -0.03593
P -1.03916 -0.83329 0.16628
C -1.49096 -0.54597 1.88481
C -2.32393 0.50904 2.25439
C -2.56196 0.76637 3.59673
C -1.97315 -0.02627 4.57081
C -1.13926 -1.07629 4.20732
C -0.89138 -1.33191 2.86973
C -2.36157 -0.13404 -0.83076
C -3.70210 -0.38825 -0.53293
C -4.69826 0.10815 -1.35543
C -4.36340 0.86602 -2.47186
C -3.03422 1.12481 -2.77028
C -2.03122 0.62175 -1.95454
C -0.02209 -3.18060 -0.58592
C -0.04400 -4.54779 -0.85114
C 1.07644 -5.13444 -1.39446
C 2.20228 -4.35952 -1.66716
C 2.16113 -3.01887 -1.38227
N 1.06588 -2.43626 -0.84965
H -1.92499 -3.05795 0.16095
H -2.80047 1.12335 1.50013
H -3.21330 1.58210 3.88022
H -2.16389 0.17351 5.61673
H -0.67849 -1.69260 4.96738
H -0.22942 -2.14309 2.59018
H -3.96910 -0.96284 0.34720
H -5.73618 -0.09003 -1.12443
H -5.14474 1.25551 -3.11079
H -2.77704 1.71243 -3.64118
H -0.99012 0.80851 -2.18958
H -0.93272 -5.12221 -0.63039
H 1.07691 -6.19492 -1.60762
H 3.09595 -4.78941 -2.09300
H 2.99560 -2.35508 -1.56269

Calculated values
Highest occupied orbital energy   -10.30 eV
Relative energy (zero: lowest compared OMol25 entry of this formula, charge and spin)   0.0 kJ/mol
Lowest unoccupied orbital energy   -0.1156 Ha
Charge   +1
HOMO-LUMO gap   7.16 eV



# 3
Below is the molecule C2H4OS2, with properties calculated with ωB97M-V/def2-TZVPD.

Geometry (Å):
C 0.66034 -0.72254 0.72527
C -0.60541 0.01552 0.21318
H 1.26207 -0.06121 -1.58010
H 0.31530 -1.82440 0.36356
H 0.63576 -0.38548 1.92337
H 0.60928 1.38915 0.42422
O -0.28666 1.37675 0.21254
S 2.17587 -0.09937 -0.28488
S -2.22953 -0.26875 -0.24400

Calculated values
Highest occupied orbital energy   -9.00 eV
SMILES string   OC(=S)CS
Relative energy (zero: lowest compared OMol25 entry of this formula, charge and spin)   228.9 kJ/mol
Lowest unoccupied orbital energy   -0.0135 Ha
HOMO-LUMO gap   8.63 eV



# 4
Below is a cluster of 2 separate species, C8H15N5OS in total, with properties calculated with ωB97M-V/def2-TZVPD.

Geometry (Å):
C -1.01018 1.02138 0.10823
C 2.03906 0.90140 1.02554
C 1.02066 -2.45629 -0.86834
C -3.14722 -1.36841 1.20388
C 2.58166 1.90178 -1.36449
C 1.27269 -1.57155 0.37909
C -2.58903 -0.87348 -0.23570
C 1.32433 -0.10709 0.05504
N -1.11084 2.31438 -0.12512
N -2.35618 2.57634 -0.52660
N -3.04561 1.52597 -0.64271
N -2.21254 0.50917 -0.27506
N 1.34449 1.96614 1.37722
O 3.19901 0.64008 1.29438
S 1.82743 0.29945 -1.52257
H -0.15109 -2.40633 -1.31466
H 1.66141 -2.18422 -1.66054
H 1.21695 -3.50323 -0.66827
H -2.48774 -1.31410 2.03560
H -3.48690 -2.39033 0.96645
H -4.09175 -0.91634 1.36294
H 1.89745 2.67004 -0.92349
H 2.99614 2.21986 -2.44912
H 3.31947 1.87831 -0.60691
H 2.26430 -1.91990 0.74546
H 0.45422 -1.70936 1.14788
H -3.24457 -1.12957 -0.96716
H -1.76017 -1.43425 -0.51371
H 0.44977 2.26055 0.97053
H 1.82479 2.59961 1.99220

Calculated values
Highest occupied orbital energy (spin up / spin down)   -6.98 / -9.50 eV
Relative energy (zero: lowest compared OMol25 entry of this formula, charge and spin)   0.0 kJ/mol
Lowest unoccupied orbital energy (spin up / spin down)   0.0238 / -0.1109 Ha
2S+1   3
HOMO-LUMO gap (spin up / spin down)   7.63 / 6.48 eV



Among the records above, which one has the highest relative energy (zero: lowest compared OMol25 entry of this formula, charge and spin)?
C4H7NO